Record 1
Here is an isolated molecule of C12H17Cl2NO4 in a non-equilibrium geometry from the Open Molecules 2025 dataset. Energies are from ωB97M-V/def2-TZVPD.

The value obtained for the energy above the lowest of the compared OMol25 structures with the same formula, charge and spin is 16.57 kcal/mol. As for the molar mass: 310.18 g mol⁻¹. The HOMO energy is -8.91 eV. The calculation puts the LUMO energy at 0.013 Eh. For the gap between HOMO and LUMO, the calculation gives 9.3 eV. As for the total energy: -1743.456130 hartree. The largest force on an atom is 4.35 eV/Å.

Cartesian coordinates (Å):
O: 3.38025 0.46011 1.31123
Cl: 2.05346 3.15997 0.16202
Cl: 2.78731 -1.84211 -0.66618
O: -2.98333 2.99939 -0.99269
O: -0.82089 -0.74461 0.63294
O: 0.06537 -1.10271 -1.54918
C: 2.27712 0.32977 0.79857
C: 1.79892 -1.34549 4.18513
C: 1.60257 1.44690 0.15224
C: 1.10748 -1.16801 3.03028
C: 0.47902 0.97440 -0.41740
N: -0.29608 2.00461 -0.99865
C: -2.14090 -0.66917 0.07086
C: -0.13544 -2.52387 -1.66311
C: -2.26066 2.94701 -2.25192
C: 1.51230 -1.88350 1.75827
C: 0.31003 -0.53714 -0.23114
C: -1.13152 1.86396 -2.23107
C: 1.64499 -0.98752 0.46298
H: -2.34009 3.03815 -0.28147
H: 1.56451 -0.77294 5.09742
H: 2.67053 -2.00702 4.21503
H: 0.28285 -0.46474 3.01968
H: 0.14568 2.92552 -0.82814
H: -2.44272 0.37581 -0.13133
H: -2.23482 -1.15816 -0.89597
H: -2.83531 -1.22092 0.73946
H: 0.65355 -2.94236 -2.24312
H: -1.08192 -2.74980 -2.16585
H: -0.12657 -3.00167 -0.64674
H: -2.94518 2.82665 -3.09777
H: -1.76603 3.92402 -2.40472
H: 2.49727 -2.28915 1.91002
H: 0.78275 -2.67417 1.55573
H: -1.57732 0.88045 -2.26741
H: -0.49716 1.92836 -3.13800

Electronic structure analysis, Löwdin charges in units of e: atom 1 (O): 0.075, atom 2 (Cl): 0.738, atom 3 (Cl): 0.770, atom 4 (O): -0.084, atom 5 (O): -0.098, atom 6 (O): -0.152, atom 7 (C): -0.457, atom 8 (C): 0.020, atom 9 (C): -0.472, atom 10 (C): -0.161, atom 11 (C): -0.135, atom 12 (N): 0.021, atom 13 (C): -0.043, atom 14 (C): -0.088, atom 15 (C): -0.209, atom 16 (C): -0.166, atom 17 (C): -0.374, atom 18 (C): -0.144, atom 19 (C): -0.552, atom 20 (H): 0.063, atom 21 (H): 0.060, atom 22 (H): 0.063, atom 23 (H): 0.099, atom 24 (H): 0.054, atom 25 (H): 0.083, atom 26 (H): 0.072, atom 27 (H): 0.109, atom 28 (H): 0.057, atom 29 (H): 0.090, atom 30 (H): 0.108, atom 31 (H): 0.117, atom 32 (H): 0.109, atom 33 (H): 0.093, atom 34 (H): 0.115, atom 35 (H): 0.095, atom 36 (H): 0.126

Record 2
Here is a cluster of 2 separate species, C5H9FN in total in a non-equilibrium geometry from the Open Molecules 2025 dataset. Energies are from ωB97M-V/def2-TZVPD.

The value obtained for the energy above the lowest of the compared OMol25 structures with the same formula, charge and spin is 52.41 kcal/mol. As for the molar mass: 102.13 g mol⁻¹. As for the charge: +1. The HOMO energy is -16.71 eV. The calculation puts the LUMO energy at -0.221 Eh. For the gap between HOMO and LUMO, the calculation gives 10.7 eV. As for the total energy: -350.160722 hartree. The largest force on an atom is 3.87 eV/Å.

Cartesian coordinates (Å):
C: -0.08183 -3.17418 1.82865
C: -1.42407 1.40173 0.08024
C: 0.80064 -0.68798 -1.06301
C: 0.10941 1.64806 -0.23969
C: 1.06434 0.59167 -0.54572
N: 0.40592 -2.64778 0.93937
F: 2.36702 0.97300 -0.46295
H: -0.55063 -3.51833 2.78796
H: -1.47244 0.56426 0.65086
H: -1.94113 2.17404 0.66548
H: -2.04744 1.22089 -0.86222
H: -0.11434 -0.81347 -1.68479
H: 1.49289 -1.22928 -1.58005
H: 0.76393 -1.20789 -0.17596
H: 0.49264 2.22434 0.70440
H: 0.13508 2.48092 -1.04256

Electronic structure analysis, Löwdin charges in units of e: atom 1 (C): 0.005, atom 2 (C): -0.051, atom 3 (C): 0.035, atom 4 (C): -0.119, atom 5 (C): -0.113, atom 6 (N): 0.074, atom 7 (F): 0.169, atom 8 (H): 0.107, atom 9 (H): 0.026, atom 10 (H): 0.095, atom 11 (H): 0.115, atom 12 (H): 0.162, atom 13 (H): 0.099, atom 14 (H): 0.023, atom 15 (H): 0.180, atom 16 (H): 0.191

Record 3
Here is a cluster of 2 separate species, C20H20F4IO5S2 in total in a non-equilibrium geometry from the Open Molecules 2025 dataset. Energies are from ωB97M-V/def2-TZVPD.

The value obtained for the energy above the lowest of the compared OMol25 structures with the same formula, charge and spin is 52.21 kcal/mol. As for the molar mass: 607.41 g mol⁻¹. As for the charge: -1. The HOMO energy is -2.88 eV. The calculation puts the LUMO energy at 0.050 Eh. For the gap between HOMO and LUMO, the calculation gives 4.3 eV. As for the total energy: -2643.639889 hartree. The largest force on an atom is 5.84 eV/Å.

Cartesian coordinates (Å):
C: 4.63352 -1.37868 -2.94789
C: 4.65295 -0.89205 -1.44651
C: 6.16401 -0.57725 -1.06335
C: 3.69939 0.43821 -1.26412
C: 2.62688 0.80464 -0.34858
I: 5.11250 1.96169 0.95705
C: 1.95664 2.00395 -0.58451
C: 2.24960 2.87804 -1.62640
C: 3.27507 2.53836 -2.48206
C: 3.97841 1.35950 -2.27151
O: 4.48463 -1.91513 -0.68296
S: 1.93575 0.04661 1.20687
C: 1.31101 -1.72970 0.59968
F: 0.08196 -2.02031 1.06141
F: 1.30830 -1.76846 -0.74612
F: 2.20883 -2.60629 1.08859
H: 5.20876 -0.73234 -3.61875
H: 5.05870 -2.39262 -3.00149
H: 3.59262 -1.44072 -3.28622
H: 6.57749 0.26278 -1.63088
H: 6.20401 -0.33853 0.00832
H: 6.76602 -1.49664 -1.21326
H: 1.16570 2.33037 0.08445
H: 1.65613 3.78702 -1.74798
H: 3.49794 3.15437 -3.35895
H: 4.83698 1.16102 -2.91551
C: -3.40399 2.06430 3.32137
C: -2.60502 2.18483 2.06093
O: -1.51605 1.20114 2.22169
C: -0.47816 1.54528 1.47090
C: 0.92547 1.15258 2.08195
F: 1.64984 2.30883 2.27333
S: 0.48902 0.44746 3.87322
C: 2.04999 0.07052 4.68389
C: 2.19357 -1.10586 5.41757
C: 3.41871 -1.38924 6.02762
C: 4.49328 -0.50123 5.87731
C: 4.32659 0.68779 5.15499
C: 3.08202 0.99438 4.59483
O: -0.10610 1.56520 4.56967
O: -0.17204 -0.82900 3.78857
O: -0.60978 2.32430 0.52477
H: -4.15479 2.85764 3.33889
H: -3.89917 1.08964 3.37859
H: -2.74792 2.19353 4.19077
H: -3.14546 1.92683 1.13858
H: -2.15977 3.18012 1.97346
H: 1.34491 -1.78390 5.50574
H: 3.52839 -2.30649 6.61022
H: 5.45914 -0.73432 6.32041
H: 5.15753 1.38356 5.01128
H: 2.91953 1.92809 4.06194

Electronic structure analysis, Löwdin charges in units of e: atom 1 (C): -0.063, atom 2 (C): -0.734, atom 3 (C): -0.137, atom 4 (C): -0.196, atom 5 (C): -0.419, atom 6 (I): 0.030, atom 7 (C): -0.176, atom 8 (C): -0.087, atom 9 (C): -0.083, atom 10 (C): -0.108, atom 11 (O): -0.244, atom 12 (S): 1.270, atom 13 (C): -0.623, atom 14 (F): 0.119, atom 15 (F): 0.145, atom 16 (F): 0.136, atom 17 (H): 0.047, atom 18 (H): 0.072, atom 19 (H): 0.064, atom 20 (H): 0.043, atom 21 (H): -0.038, atom 22 (H): 0.074, atom 23 (H): 0.053, atom 24 (H): 0.107, atom 25 (H): 0.106, atom 26 (H): 0.108, atom 27 (C): -0.062, atom 28 (C): -0.173, atom 29 (O): -0.032, atom 30 (C): -0.416, atom 31 (C): -0.554, atom 32 (F): 0.010, atom 33 (S): 0.762, atom 34 (C): -0.287, atom 35 (C): -0.059, atom 36 (C): -0.070, atom 37 (C): -0.062, atom 38 (C): -0.047, atom 39 (C): -0.066, atom 40 (O): -0.273, atom 41 (O): -0.291, atom 42 (O): 0.100, atom 43 (H): 0.082, atom 44 (H): 0.087, atom 45 (H): 0.080, atom 46 (H): 0.136, atom 47 (H): 0.132, atom 48 (H): 0.112, atom 49 (H): 0.105, atom 50 (H): 0.105, atom 51 (H): 0.113, atom 52 (H): 0.102

Record 4
Here is a structure of composition C24H26Cl2CrNO3 in a non-equilibrium geometry from the Open Molecules 2025 dataset. Energies are from ωB97M-V/def2-TZVPD.

As for the expectation value of S²: 3.85. As for the molar mass: 499.38 g mol⁻¹. The HOMO energy (alpha / beta) is -8.19 / -8.97 eV. The calculation puts the LUMO energy (alpha / beta) at -0.008 / 0.000 Eh. For the gap between HOMO and LUMO (alpha / beta), the calculation gives 8.0 / 9.0 eV. The spin multiplicity is 4. As for the total energy: -3175.490639 hartree. The largest force on an atom is 1.32 eV/Å.

Cartesian coordinates (Å):
C: 2.38812 -0.18010 2.64683
C: 2.45698 -0.91334 1.40460
C: 1.96256 -0.05712 0.35848
H: 2.88444 -1.90519 1.26564
C: 1.66219 1.22565 0.94531
C: 1.95826 1.15767 2.34038
H: 1.39154 2.12238 0.39476
C: -1.15408 -1.83841 3.06443
C: -0.02084 -2.57325 2.56258
C: -0.09439 -2.56035 1.11895
H: 0.69783 -3.13041 3.16725
C: -1.25402 -1.78242 0.73195
C: -1.89943 -1.35064 1.95002
H: 1.96670 -0.27507 -0.70679
H: 1.98284 2.00226 3.02326
H: 2.69657 -0.53994 3.62629
H: -2.85639 -0.82505 1.98388
H: 0.54003 -3.13217 0.43388
H: -1.45245 -1.76299 4.10681
Cr: 0.37475 -0.55476 1.81749
C: -1.81042 -1.57779 -0.66555
C: -3.32166 -1.82888 -0.66052
C: -1.14691 -2.50614 -1.68512
H: -3.51295 -2.86082 -0.33930
H: -3.71349 -1.68137 -1.67240
H: -3.83716 -1.14182 0.02021
H: -1.31248 -3.55074 -1.39720
H: -0.06789 -2.32227 -1.76926
H: -1.60699 -2.33356 -2.66596
C: -1.49922 -0.10327 -1.05161
C: -2.03381 0.39247 -2.39678
H: -0.40112 0.02645 -1.05900
H: -1.89430 0.59032 -0.28131
O: -2.94907 -0.13038 -3.03652
N: -1.41343 1.50849 -2.89217
C: -0.26236 2.21655 -2.33971
H: -1.86324 1.91850 -3.70282
C: 1.06621 1.63088 -2.78168
C: 2.25332 2.27461 -2.40867
H: 2.18642 3.19943 -1.82833
C: 3.49069 1.74328 -2.78039
H: 4.40573 2.24208 -2.45896
C: 3.54998 0.58588 -3.56573
H: 4.51461 0.18318 -3.87291
C: 2.36906 -0.04514 -3.96341
H: 2.38953 -0.94439 -4.58104
C: 1.12770 0.48147 -3.57906
H: 0.19879 0.01381 -3.92031
H: -0.31625 2.22223 -1.23521
H: -0.32168 3.26747 -2.66181
Cl: -0.93244 3.92084 4.35890
C: -1.46566 2.30221 4.84335
Cl: -3.21053 2.03955 4.67206
C: -0.73992 1.25098 3.95344
O: -0.04348 0.41923 4.58265
O: -0.91909 1.32395 2.69611
H: -1.18773 2.14596 5.89003

Electronic structure analysis, Löwdin charges in units of e: atom 1 (C): -0.126, atom 2 (C): -0.160, atom 3 (C): -0.143, atom 4 (H): 0.125, atom 5 (C): -0.102, atom 6 (C): -0.097, atom 7 (H): 0.105, atom 8 (C): -0.091, atom 9 (C): -0.131, atom 10 (C): -0.112, atom 11 (H): 0.127, atom 12 (C): -0.226, atom 13 (C): -0.046, atom 14 (H): 0.109, atom 15 (H): 0.128, atom 16 (H): 0.127, atom 17 (H): 0.131, atom 18 (H): 0.128, atom 19 (H): 0.125, atom 20 (Cr): 0.767, atom 21 (C): -0.485, atom 22 (C): -0.026, atom 23 (C): -0.029, atom 24 (H): 0.099, atom 25 (H): 0.079, atom 26 (H): 0.088, atom 27 (H): 0.096, atom 28 (H): 0.085, atom 29 (H): 0.091, atom 30 (C): -0.045, atom 31 (C): -0.449, atom 32 (H): 0.097, atom 33 (H): 0.152, atom 34 (O): 0.037, atom 35 (N): 0.055, atom 36 (C): -0.136, atom 37 (H): 0.152, atom 38 (C): -0.226, atom 39 (C): -0.063, atom 40 (H): 0.118, atom 41 (C): -0.080, atom 42 (H): 0.106, atom 43 (C): -0.092, atom 44 (H): 0.102, atom 45 (C): -0.077, atom 46 (H): 0.105, atom 47 (C): -0.040, atom 48 (H): 0.115, atom 49 (H): 0.116, atom 50 (H): 0.136, atom 51 (Cl): 0.586, atom 52 (C): -1.016, atom 53 (Cl): 0.589, atom 54 (C): -0.800, atom 55 (O): -0.030, atom 56 (O): -0.115, atom 57 (H): 0.064

Record 5
Here is the ion C3H4BrO3 with charge -1 in a non-equilibrium geometry from the Open Molecules 2025 dataset. Energies are from ωB97M-V/def2-TZVPD.

The value obtained for the energy above the lowest of the compared OMol25 structures with the same formula, charge and spin is 33.82 kcal/mol. As for the molar mass: 167.97 g mol⁻¹. As for the charge: -1. The HOMO energy is -4.42 eV. The calculation puts the LUMO energy at 0.130 Eh. For the gap between HOMO and LUMO, the calculation gives 8.0 eV. As for the total energy: -2916.500788 hartree. The largest force on an atom is 5.99 eV/Å.

Cartesian coordinates (Å):
C: -1.60122 -0.21209 -0.08177
C: 0.07665 -0.62091 -0.40745
C: 0.81233 0.21565 0.49002
O: -2.20206 -1.16031 0.38172
O: -1.73544 0.95102 -0.15120
O: 0.61686 1.55000 0.25483
Br: 3.04957 -0.43920 0.14239
H: 0.12793 -0.23343 -1.43023
H: 0.28515 -1.67143 -0.52150
H: 0.73764 -0.08753 1.59543
H: -0.16741 1.70823 -0.27225

Electronic structure analysis, Löwdin charges in units of e: atom 1 (C): -0.716, atom 2 (C): -0.176, atom 3 (C): -0.541, atom 4 (O): -0.005, atom 5 (O): 0.024, atom 6 (O): -0.048, atom 7 (Br): 0.087, atom 8 (H): 0.101, atom 9 (H): 0.083, atom 10 (H): 0.131, atom 11 (H): 0.060